The following is a DFT calculation (ωB97M-V/def2-TZVPD) of 13 unconnected molecules or ions with the total composition C35H97Br8O36P9.

## Properties
spin multiplicity	2
expectation value of S²	0.76
net charge	+1
E_tot	-27765.0673	Eh
orbital gap (alpha / beta)	7.788 / 2.258	eV

Bonds (Å) are listed after each position.
Cartesian coordinates (Å):
1 Br 5.31 3.35 -5.55  C2 2.032
2 C 4.31 4.13 -3.96  Br1 2.032, C3 1.495, H5 1.090, H6 1.090
3 C 2.94 3.54 -3.88  C2 1.495, Br4 2.041, H7 1.090, H8 1.090
4 Br 2.14 4.13 -2.09  C3 2.041
5 H 4.42 5.21 -4.04  C2 1.090
6 H 4.96 3.82 -3.13  C2 1.090
7 H 2.95 2.45 -3.82  C3 1.090
8 H 2.27 3.81 -4.70  C3 1.090
9 Br 0.27 1.84 3.04  C10 1.982
10 C 1.14 1.78 4.82  Br9 1.982, C11 1.501, H13 1.090, H14 1.090
11 C 2.02 2.98 5.00  C10 1.501, Br12 1.918, H15 1.090, H16 1.090
12 Br 3.02 2.90 6.63  C11 1.918
13 H 1.82 0.92 4.86  C10 1.090
14 H 0.36 1.57 5.55  C10 1.090
15 H 1.45 3.89 5.19  C11 1.090
16 H 2.70 3.21 4.18  C11 1.090
17 Br 3.88 -4.97 0.45  C18 1.998
18 C 3.89 -6.68 -0.59  Br17 1.998, C19 1.496, H21 1.090, H22 1.090
19 C 2.65 -6.74 -1.42  C18 1.496, Br20 2.020, H23 1.090, H24 1.090
20 Br 2.44 -8.60 -2.17  C19 2.020
21 H 4.04 -7.48 0.13  C18 1.090
22 H 4.77 -6.73 -1.23  C18 1.090
23 H 2.82 -6.06 -2.26  C19 1.090
24 H 1.81 -6.33 -0.88  C19 1.090
25 Br -1.75 -9.68 -2.70  C26 2.016
26 C -2.14 -8.03 -3.79  Br25 2.016, C27 1.520, H29 1.090, H30 1.090
27 C -2.35 -6.87 -2.82  C26 1.520, Br28 1.968, H31 1.090, H32 1.090
28 Br -0.74 -6.68 -1.71  C27 1.968
29 H -3.02 -8.15 -4.42  C26 1.090
30 H -1.29 -7.82 -4.44  C26 1.090
31 H -3.24 -6.95 -2.20  C27 1.090
32 H -2.45 -5.96 -3.41  C27 1.090
33 C -5.01 2.33 -5.79  O34 1.430, H41 1.090, H42 1.090, H43 1.090
34 O -3.59 2.53 -5.79  C33 1.430, P35 1.622
35 P -2.62 1.26 -6.08  O34 1.622, O36 1.483, O37 1.620, O39 1.616
36 O -2.75 0.09 -5.18  P35 1.483
37 O -2.90 0.84 -7.62  P35 1.620, C38 1.435
38 C -2.59 1.66 -8.76  O37 1.435, H44 1.090, H45 1.090, H46 1.090
39 O -1.17 1.97 -6.10  P35 1.616, C40 1.431
40 C -0.74 2.45 -4.82  O39 1.431, H47 1.090, H48 1.090, H49 1.090
41 H -5.33 2.35 -4.74  C33 1.090
42 H -5.17 1.31 -6.14  C33 1.090
43 H -5.55 3.01 -6.45  C33 1.090
44 H -2.14 0.99 -9.49  C38 1.090
45 H -1.93 2.52 -8.59  C38 1.090
46 H -3.56 1.97 -9.15  C38 1.090
47 H 0.04 1.78 -4.45  C40 1.090
48 H -1.52 2.46 -4.06  C40 1.090
49 H -0.25 3.42 -4.91  C40 1.090
50 C 0.50 -0.38 -7.64  O51 1.425, H58 1.090, H59 1.090, H60 1.090
51 O 1.31 -1.35 -6.98  C50 1.425, P52 1.648
52 P 2.02 -1.00 -5.54  O51 1.648, O53 1.460, O54 1.625, O56 1.684
53 O 1.31 -0.16 -4.58  P52 1.460
54 O 3.51 -0.48 -5.91  P52 1.625, C55 1.415
55 C 4.52 -0.48 -4.91  O54 1.415, H61 1.090, H62 1.090, H63 1.090
56 O 2.39 -2.56 -5.02  P52 1.684, C57 1.440
57 C 1.48 -3.44 -4.33  O56 1.440, H64 1.090, H65 1.090, H66 1.090
58 H 0.69 0.66 -7.38  C50 1.090
59 H -0.55 -0.59 -7.42  C50 1.090
60 H 0.68 -0.40 -8.72  C50 1.090
61 H 4.03 -0.54 -3.94  C55 1.090
62 H 5.20 0.37 -5.02  C55 1.090
63 H 5.07 -1.41 -5.02  C55 1.090
64 H 1.31 -4.47 -4.63  C57 1.090
65 H 0.57 -2.88 -4.13  C57 1.090
66 H 1.93 -3.52 -3.34  C57 1.090
67 C -3.59 7.04 3.25  O68 1.398, H75 1.090, H76 1.090, H77 1.090
68 O -3.44 6.20 2.14  C67 1.398, P69 1.652
69 P -2.38 6.56 0.93  O68 1.652, O70 1.498, O71 1.658, O73 1.623
70 O -1.11 7.27 1.31  P69 1.498
71 O -3.36 7.27 -0.20  P69 1.658, C72 1.434
72 C -3.80 8.63 -0.06  O71 1.434, H78 1.090, H79 1.090, H80 1.090
73 O -2.10 5.06 0.37  P69 1.623, C74 1.455
74 C -0.80 4.58 -0.08  O73 1.455, H81 1.090, H82 1.090, H83 1.090
75 H -4.32 7.84 3.13  C67 1.090
76 H -2.59 7.35 3.56  C67 1.090
77 H -4.11 6.49 4.04  C67 1.090
78 H -4.88 8.63 -0.19  C72 1.090
79 H -3.27 9.21 -0.81  C72 1.090
80 H -3.48 9.07 0.89  C72 1.090
81 H -0.37 3.91 0.66  C74 1.090
82 H 0.09 5.07 -0.46  C74 1.090
83 H -1.10 3.92 -0.90  C74 1.090
84 C -1.86 -3.50 2.09  O85 1.421, H92 1.090, H93 1.090, H94 1.090
85 O -1.95 -3.33 0.68  C84 1.421, P86 1.673
86 P -3.33 -3.76 -0.15  O85 1.673, O87 1.493, O88 1.613, O90 1.640
87 O -4.52 -3.09 0.46  P86 1.493
88 O -2.91 -3.39 -1.67  P86 1.613, C89 1.417
89 C -2.88 -2.06 -2.15  O88 1.417, H95 1.090, H96 1.090, H97 1.090
90 O -3.34 -5.40 -0.18  P86 1.640, C91 1.405
91 C -4.41 -6.05 0.45  O90 1.405, H98 1.090, H99 1.090, H100 1.090
92 H -2.01 -4.56 2.29  C84 1.090
93 H -2.70 -2.94 2.51  C84 1.090
94 H -0.92 -3.09 2.48  C84 1.090
95 H -1.89 -1.71 -2.43  C89 1.090
96 H -3.36 -1.33 -1.49  C89 1.090
97 H -3.44 -2.09 -3.08  C89 1.090
98 H -4.47 -5.63 1.46  C91 1.090
99 H -4.27 -7.13 0.46  C91 1.090
100 H -5.36 -5.86 -0.06  C91 1.090
101 C 5.90 1.58 3.84  O102 1.401, H109 1.090, H110 1.090, H111 1.090
102 O 5.85 0.28 3.31  C101 1.401, P103 1.628
103 P 5.93 -1.02 4.28  O102 1.628, O104 1.528, O105 1.623, O107 1.613
104 O 6.53 -0.82 5.67  P103 1.528
105 O 4.37 -1.46 4.40  P103 1.623, C106 1.431
106 C 3.57 -1.53 3.21  O105 1.431, H112 1.090, H113 1.090, H114 1.090
107 O 6.66 -2.06 3.29  P103 1.613, C108 1.371
108 C 7.85 -1.81 2.65  O107 1.371, H115 1.090, H116 1.090, H117 1.090
109 H 6.93 1.76 4.13  C101 1.090
110 H 5.41 1.63 4.81  C101 1.090
111 H 5.50 2.36 3.19  C101 1.090
112 H 2.86 -0.70 3.11  C106 1.090
113 H 2.98 -2.44 3.18  C106 1.090
114 H 4.12 -1.34 2.29  C106 1.090
115 H 8.57 -2.51 3.09  C108 1.090
116 H 8.21 -0.81 2.85  C108 1.090
117 H 7.76 -1.96 1.58  C108 1.090
118 C 0.83 -3.37 -0.88  O119 1.447, H126 1.090, H127 1.090, H128 1.090
119 O 0.70 -1.95 -1.15  C118 1.447, P120 1.659
120 P 0.41 -0.88 0.08  O119 1.659, O121 1.482, O122 1.656, O124 1.616
121 O 0.94 -1.37 1.37  P120 1.482
122 O 0.91 0.60 -0.48  P120 1.656, C123 1.458
123 C 0.50 1.17 -1.75  O122 1.458, H129 1.090, H130 1.090, H131 1.090
124 O -1.20 -0.81 -0.09  P120 1.616, C125 1.452
125 C -1.96 -0.22 0.99  O124 1.452, H132 1.090, H133 1.090, H134 1.090
126 H 0.09 -3.85 -1.52  C118 1.090
127 H 0.51 -3.61 0.13  C118 1.090
128 H 1.84 -3.76 -1.03  C118 1.090
129 H -0.16 0.53 -2.33  C123 1.090
130 H 1.39 1.40 -2.33  C123 1.090
131 H -0.01 2.13 -1.59  C123 1.090
132 H -2.42 0.73 0.71  C125 1.090
133 H -1.44 -0.12 1.95  C125 1.090
134 H -2.76 -0.91 1.22  C125 1.090
135 C -3.18 -3.37 7.33  O136 1.445, H143 1.090, H144 1.090, H145 1.090
136 O -2.75 -1.99 7.25  C135 1.445, P137 1.664
137 P -1.96 -1.36 5.93  O136 1.664, O138 1.479, O139 1.618, O141 1.614
138 O -2.75 -1.25 4.68  P137 1.479
139 O -1.47 0.08 6.48  P137 1.618, C140 1.416
140 C -0.82 0.24 7.73  O139 1.416, H146 1.090, H147 1.090, H148 1.090
141 O -0.59 -2.20 5.82  P137 1.614, C142 1.441
142 C 0.25 -2.09 4.66  O141 1.441, H149 1.090, H150 1.090, H151 1.090
143 H -4.25 -3.34 7.52  C135 1.090
144 H -2.64 -3.86 8.14  C135 1.090
145 H -3.00 -4.03 6.48  C135 1.090
146 H 0.19 0.61 7.55  C140 1.090
147 H -0.78 -0.71 8.27  C140 1.090
148 H -1.33 0.98 8.34  C140 1.090
149 H 0.48 -3.06 4.21  C142 1.090
150 H 1.17 -1.58 4.94  C142 1.090
151 H -0.11 -1.39 3.91  C142 1.090
152 C 7.49 1.70 0.48  O153 1.415, H160 1.090, H161 1.090, H162 1.090
153 O 6.90 0.65 -0.28  C152 1.415, P154 1.609
154 P 5.30 0.62 -0.47  O153 1.609, O155 1.474, O156 1.630, O158 1.653
155 O 4.84 1.33 -1.67  P154 1.474
156 O 5.03 -0.98 -0.63  P154 1.630, C157 1.362
157 C 3.74 -1.39 -0.80  O156 1.362, H163 1.090, H164 1.090, H165 1.090
158 O 4.65 1.10 0.97  P154 1.653, C159 1.412
159 C 3.42 1.77 1.11  O158 1.412, H166 1.090, H167 1.090, H168 1.090
160 H 6.87 2.58 0.65  C152 1.090
161 H 8.40 2.07 0.01  C152 1.090
162 H 7.83 1.39 1.46  C152 1.090
163 H 3.05 -0.56 -0.97  C157 1.090
164 H 3.43 -1.95 0.08  C157 1.090
165 H 3.67 -2.10 -1.62  C157 1.090
166 H 2.71 1.26 1.77  C159 1.090
167 H 2.87 1.94 0.18  C159 1.090
168 H 3.66 2.77 1.47  C159 1.090
169 C -8.08 2.18 3.10  O170 1.434, H177 1.090, H178 1.090, H179 1.090
170 O -6.66 2.01 2.98  C169 1.434, P171 1.644
171 P -5.68 3.29 3.30  O170 1.644, O172 1.474, O173 1.622, O175 1.675
172 O -5.80 3.83 4.67  P171 1.474
173 O -4.21 2.75 2.89  P171 1.622, C174 1.423
174 C -3.68 1.69 3.67  O173 1.423, H180 1.090, H181 1.090, H182 1.090
175 O -5.96 4.34 2.03  P171 1.675, C176 1.440
176 C -5.94 3.83 0.68  O175 1.440, H183 1.090, H184 1.090, H185 1.090
177 H -8.67 1.66 2.34  C169 1.090
178 H -8.41 3.20 3.23  C169 1.090
179 H -8.33 1.65 4.02  C169 1.090
180 H -4.41 1.20 4.32  C174 1.090
181 H -2.88 2.13 4.27  C174 1.090
182 H -3.36 0.87 3.02  C174 1.090
183 H -6.65 4.45 0.13  C176 1.090
184 H -6.19 2.77 0.61  C176 1.090
185 H -4.97 4.09 0.25  C176 1.090